(1)
The following is a quantum chemistry calculation of a structure of composition C31H31B2N7Pd, from OMol25.

Last column: Mulliken charge in e.
CARTESIAN COORDINATES (ANGSTROEM)
Pd 0.1264 -0.0102 -0.3060  -0.154
C -0.2062 0.0917 4.9476  -1.409
C 0.5639 -0.0337 3.6783  0.556
C 1.9174 -0.2406 3.4834  -1.403
C 2.1131 -0.2818 2.0947  0.070
N 0.9341 -0.1041 1.5096  1.373
N -0.0079 0.0456 2.4681  0.043
B -1.4404 0.2492 1.9552  -0.025
N -1.4464 1.5904 1.1027  0.736
N -0.4072 1.9208 0.2484  -0.223
C -0.6659 3.1219 -0.2549  0.230
C -1.8554 3.6060 0.2957  -1.187
C -2.3205 2.6103 1.1373  0.498
C -3.5663 2.6015 1.9562  -1.302
C 0.2513 3.7464 -1.2318  0.654
C 1.4431 3.1224 -1.5941  -0.067
C 2.2972 3.7121 -2.5105  -0.759
C 1.9713 4.9361 -3.0793  -0.417
C 0.7881 5.5653 -2.7208  -0.755
C -0.0659 4.9742 -1.8015  -0.597
N -1.8289 -1.0545 1.1331  0.744
N -0.9192 -1.7010 0.3104  -0.255
C -1.5171 -2.7828 -0.1767  0.216
C -2.8053 -2.8777 0.3541  -1.181
C -2.9672 -1.7664 1.1644  0.505
C -4.1701 -1.3633 1.9476  -1.318
C -0.8101 -3.6767 -1.1183  0.681
C 0.5120 -3.4301 -1.4815  -0.017
C 1.1694 -4.2710 -2.3632  -0.748
C 0.5133 -5.3727 -2.8957  -0.413
C -0.8020 -5.6272 -2.5358  -0.772
C -1.4591 -4.7845 -1.6515  -0.606
C 3.3616 -0.4808 1.3303  1.132
C 3.3730 -0.5038 -0.0630  0.134
C 4.5547 -0.6952 -0.7603  -1.109
C 5.7481 -0.8672 -0.0731  -0.464
C 5.7478 -0.8453 1.3140  -0.740
C 4.5638 -0.6533 2.0099  -0.740
H 0.4739 -0.0043 5.7914  0.396
H -0.9687 -0.6833 5.0285  0.272
H -0.7068 1.0578 5.0156  0.270
H 2.6639 -0.3486 4.2515  0.526
H -2.2053 0.3706 2.8692  -0.169
H -2.3282 4.5563 0.1130  0.450
H -4.0624 3.5650 1.8584  0.397
H -3.3583 2.4240 3.0111  0.278
H -4.2597 1.8322 1.6171  0.134
H 1.7098 2.1725 -1.1523  0.561
H 3.2183 3.2128 -2.7824  0.419
H 2.6367 5.3950 -3.7991  0.384
H 0.5250 6.5180 -3.1616  0.390
H -0.9907 5.4709 -1.5357  0.308
H -3.5369 -3.6479 0.1781  0.453
H -4.9234 -2.1447 1.8709  0.401
H -4.6040 -0.4421 1.5589  0.135
H -3.9372 -1.2074 3.0006  0.282
H 1.0348 -2.5796 -1.0667  0.523
H 2.1962 -4.0636 -2.6363  0.413
H 1.0255 -6.0277 -3.5886  0.386
H -1.3219 -6.4820 -2.9485  0.391
H -2.4881 -4.9892 -1.3837  0.309
H 2.4521 -0.3722 -0.6176  0.143
H 4.5407 -0.7101 -1.8424  0.499
H 6.6720 -1.0171 -0.6163  0.401
H 6.6732 -0.9782 1.8592  0.399
H 4.5778 -0.6385 3.0921  0.337
B -2.6145 0.2462 -4.0262  0.242
C -1.5147 0.1567 -2.9003  0.261
N -0.7006 0.0859 -2.0828  -0.703
H -3.3267 1.1845 -3.7214  -0.133
H -3.2007 -0.8182 -3.9987  -0.129
H -2.0396 0.4366 -5.0776  -0.137

Its relative energy (zero: lowest compared OMol25 entry of this formula, charge and spin) is 19.7 kJ/mol. As for the largest force on an atom: 0.87 eV/Å. The molar mass comes out at 629.68 g mol⁻¹. The value obtained for the gap between HOMO and LUMO is 0.292 hartree. Its LUMO energy is -0.02559 Eh.

(2)
The following is a quantum chemistry calculation of the molecule C9H8FNOS at a distorted geometry, from OMol25.

Last column: Mulliken charge in e.
CARTESIAN COORDINATES (ANGSTROEM)
C 1.8599 -0.4182 -3.3843  0.231
C 2.0585 -0.3045 -2.2225  -0.904
S 1.8599 0.3331 -0.2481  0.912
N 1.9880 1.8353 -0.2002  -0.621
O 2.5712 -0.5605 0.6364  -0.610
C 0.0019 0.0906 -0.0952  0.169
C -0.4925 -0.3287 1.1579  0.265
C 0.4310 -1.0220 2.3210  -1.361
C -1.8559 -0.2518 1.3928  -0.478
C -2.7045 0.1833 0.3675  -0.416
C -2.1992 0.4838 -0.8687  -0.521
C -0.7921 0.6047 -1.0661  0.459
F -0.3395 0.8548 -2.2941  -0.217
H 1.8637 -0.4694 -4.4173  0.464
H 3.0169 2.1353 0.1148  0.298
H 0.5636 -0.3517 3.1215  0.325
H -0.2477 -1.8910 2.4962  0.432
H 1.3542 -1.3164 1.8423  0.433
H -2.2244 -0.5878 2.3607  0.399
H -3.8334 0.2574 0.5950  0.266
H -2.8795 0.7234 -1.6097  0.475

Its relative energy (zero: lowest compared OMol25 entry of this formula, charge and spin) is 440.5 kJ/mol. As for the SMILES: C#C[S@](=N)(=O)c1c(C)cccc1F. As for the largest force on an atom: 5.16 eV/Å. The molar mass comes out at 197.23 g mol⁻¹. The value obtained for the gap between HOMO and LUMO is 0.370 hartree. Its LUMO energy is 0.01659 Eh.